Record 1
Density functional theory data (ωB97M-V with the def2-TZVPD basis set) for a molecular structure, C30H40BCuF5N6S.

## Properties
ΔE to the lowest compared entry with this formula, charge and spin = 0.7744 eV
gap between HOMO and LUMO (alpha / beta) = 8.9253 / 5.8776 eV
highest occupied orbital energy (alpha / beta) = -8.53 / -8.31 eV
multiplicity = 2
expectation value of S² = 0.77

```
84
C30H40BCuF5N6S ωB97M-V with the def2-TZVPD basis set
Cu 0.158 0.669 0.000
C -0.377 -4.057 -1.921
C -0.337 -2.582 -2.140
C -0.866 -1.856 -3.188
C -0.586 -0.509 -2.905
N 0.041 -0.432 -1.735
N 0.209 -1.703 -1.278
B 1.047 -1.972 0.000
N 0.210 -1.703 1.279
N 0.041 -0.432 1.735
C -0.585 -0.509 2.906
C -0.863 -1.856 3.189
C -0.334 -2.583 2.141
C -0.372 -4.057 1.924
C -0.831 0.671 3.815
C -0.201 0.349 5.178
C -2.341 0.880 3.987
C -0.187 1.950 3.280
N 2.261 -1.012 0.000
N 2.080 0.334 0.000
C 3.274 0.905 -0.001
C 4.262 -0.097 -0.001
C 3.579 -1.297 -0.001
C 4.124 -2.686 -0.001
C 3.487 2.397 0.000
C 4.287 2.780 -1.253
C 2.155 3.148 0.000
C 4.287 2.780 1.252
C -0.831 0.671 -3.814
C -0.202 0.348 -5.178
C -0.186 1.950 -3.280
C -2.341 0.881 -3.986
H -0.719 -4.551 -2.828
H -1.070 -4.302 -1.115
H 0.602 -4.452 -1.651
H -1.367 -2.259 -4.053
H 1.420 -3.104 0.000
H -1.363 -2.260 4.055
H -0.714 -4.551 2.831
H 0.607 -4.451 1.654
H -1.065 -4.304 1.117
H -0.636 -0.554 5.611
H -0.367 1.175 5.873
H 0.874 0.195 5.075
H -2.825 -0.040 4.319
H -2.795 1.188 3.042
H -2.532 1.657 4.729
H 0.888 1.809 3.144
H -0.344 2.764 3.990
H -0.622 2.243 2.327
H 5.331 0.035 -0.001
H 5.211 -2.649 -0.002
H 3.789 -3.233 -0.883
H 3.790 -3.233 0.881
H 3.746 2.493 -2.157
H 5.256 2.280 -1.262
H 4.455 3.859 -1.278
H 1.566 2.899 -0.886
H 2.334 4.224 0.000
H 1.566 2.899 0.886
H 5.256 2.280 1.260
H 3.747 2.492 2.156
H 4.456 3.859 1.277
H 0.873 0.193 -5.075
H -0.367 1.174 -5.873
H -0.637 -0.554 -5.610
H 0.888 1.807 -3.144
H -0.621 2.243 -2.327
H -0.342 2.764 -3.991
H -2.826 -0.039 -4.318
H -2.531 1.658 -4.729
H -2.795 1.190 -3.041
F -6.958 -0.936 0.000
C -5.780 -0.337 0.000
C -4.617 -1.084 0.001
F -4.677 -2.413 0.002
C -3.389 -0.451 0.001
F -2.317 -1.222 0.002
C -3.261 0.938 0.000
S -1.772 1.818 0.000
C -4.464 1.664 -0.001
F -4.434 2.990 -0.002
C -5.697 1.047 -0.001
F -6.813 1.772 -0.002
```

Löwdin population analysis, charges in e, atoms 1 to 2: Cu 0.2508; C -0.0096

Record 2
Density functional theory data (ωB97M-V with the def2-TZVPD basis set) for 3 unconnected molecules or ions with the total composition C30H40Br2N3O6S4.

## Properties
gap between HOMO and LUMO = 6.8362 eV
total charge = -1
highest occupied orbital energy = -5.32 eV

```
85
C30H40Br2N3O6S4 ωB97M-V with the def2-TZVPD basis set
C -2.716 2.195 2.379
C -3.093 1.740 0.941
N -2.296 2.392 -0.105
C -0.919 1.871 -0.224
C -0.061 2.999 0.453
O 0.500 2.763 1.561
O -0.001 4.112 -0.107
N -0.650 0.672 0.537
C -0.806 -0.432 -0.373
O -0.619 -1.538 0.086
C -1.111 -0.022 -1.840
Br 0.003 -0.865 -3.238
C -2.532 0.134 -2.365
C -3.353 -1.221 -2.391
C -2.638 -2.468 -1.793
O -2.902 -2.204 -3.272
C -0.575 1.516 -1.738
Br -1.571 2.902 -2.781
C 0.866 1.846 -2.122
C 1.916 1.127 -1.245
C 3.340 1.123 -1.906
S 4.528 1.993 -0.831
C 5.835 0.840 -0.380
S 7.280 0.959 -1.105
N 5.646 -0.176 0.616
C 5.137 -1.414 0.104
C 4.682 -2.350 1.022
C 4.151 -3.553 0.629
C 4.060 -3.868 -0.715
C 4.548 -2.963 -1.622
C 5.077 -1.755 -1.237
C 4.945 0.313 1.788
C 3.636 0.745 1.798
C 3.013 1.196 2.927
C 3.700 1.183 4.126
C 5.002 0.729 4.140
C 5.629 0.312 2.984
H -2.618 3.288 2.321
H -3.558 2.002 3.057
H -1.766 1.779 2.717
H -4.126 2.099 0.800
H -3.139 0.651 0.849
H -2.277 3.378 0.128
H 0.326 0.526 0.786
H -3.207 0.750 -1.769
H -2.557 0.364 -3.430
H -4.441 -1.152 -2.212
H -3.372 -3.255 -1.613
H -1.606 -2.714 -2.009
H 1.067 1.769 -3.194
H 0.999 2.915 -1.907
H 1.642 0.098 -0.993
H 2.022 1.762 -0.357
H 3.296 1.599 -2.891
H 3.581 0.075 -2.092
H 4.721 -2.180 2.094
H 3.798 -4.233 1.399
H 3.639 -4.831 -0.984
H 4.505 -3.219 -2.679
H 5.452 -1.063 -1.984
H 3.098 0.740 0.856
H 1.988 1.559 2.870
H 3.215 1.504 5.041
H 5.566 0.684 5.069
H 6.659 -0.035 2.993
C -0.802 -0.279 3.622
S -0.078 0.310 5.158
O 1.116 -0.531 5.439
C -1.406 -0.277 6.225
H -0.113 -0.051 2.812
H -0.958 -1.357 3.677
H -1.748 0.233 3.445
H -1.522 -1.355 6.110
H -2.333 0.235 5.964
H -1.141 -0.046 7.256
C -7.892 -0.228 -5.217
S -7.230 -0.982 -3.724
O -6.015 -0.218 -3.348
C -6.673 -2.504 -4.506
H -8.260 0.763 -4.960
H -7.106 -0.143 -5.967
H -8.715 -0.834 -5.596
H -5.965 -2.272 -5.301
H -7.534 -3.040 -4.908
H -6.184 -3.115 -3.750
```

Löwdin population analysis, charges in e, atoms 1 to 2: C -0.0886; C -0.2523

Record 3
Density functional theory data (ωB97M-V with the def2-TZVPD basis set) for 2 unconnected molecules or ions with the total composition C30H40BrF9N2O5S2.

## Properties
ΔE to the lowest compared entry with this formula, charge and spin = 0.0000 eV
gap between HOMO and LUMO = 6.3962 eV
SMILES = CC[C@@H](Br)c1cc(CCCCC(F)(F)C(F)(F)S(F)(F)(F)(F)F)cc2c1Nc1cccc(OCCNC[C@@H](C)O)c1S2.CCOC(=O)OC
highest occupied orbital energy = -7.72 eV

```
89
C30H40BrF9N2O5S2 ωB97M-V with the def2-TZVPD basis set
C 4.528 -0.599 3.539
C 2.998 -0.116 3.559
C 2.669 1.157 2.613
Br 4.244 1.929 1.678
C 1.460 0.748 1.661
C 0.055 1.380 1.986
C -1.230 1.114 1.169
C -2.587 1.837 1.608
C -3.922 0.977 1.348
C -5.118 2.049 1.085
C -5.377 2.206 -0.492
C -6.938 2.496 -0.839
F -7.103 3.344 -1.972
F -7.397 3.294 0.283
C -7.860 1.192 -0.834
F -9.192 1.622 -0.505
F -7.509 0.282 0.215
S -7.978 0.234 -2.429
F -8.833 1.418 -3.220
F -6.500 0.736 -3.003
F -7.170 -1.068 -1.703
F -9.419 -0.454 -1.855
F -8.132 -0.709 -3.799
C -1.152 0.181 -0.080
C 0.226 -0.430 -0.413
C 1.535 -0.178 0.427
N 2.804 -0.814 0.039
C 3.165 -0.583 -1.365
C 4.542 -0.041 -1.811
C 4.855 0.192 -3.333
C 3.828 -0.144 -4.463
C 2.438 -0.706 -4.017
O 1.371 -1.030 -4.925
C 1.888 -1.518 -6.188
C 2.654 -2.925 -6.076
N 1.658 -4.075 -6.082
C 2.516 -5.299 -6.304
C 2.119 -6.515 -5.306
C 1.273 -5.936 -4.036
O 1.279 -7.510 -5.959
C 2.139 -0.906 -2.517
S 0.482 -1.525 -1.908
H 4.955 -0.775 2.498
H 5.142 0.106 4.194
H 4.549 -1.623 4.080
H 2.660 0.148 4.634
H 2.301 -0.976 3.234
H 2.279 1.983 3.321
H -0.011 2.093 2.877
H -2.471 2.143 2.701
H -2.677 2.780 0.942
H -3.809 0.246 0.478
H -4.114 0.368 2.312
H -6.021 1.680 1.678
H -4.823 3.079 1.512
H -4.768 3.112 -0.869
H -4.967 1.297 -1.050
H -2.036 -0.077 -0.757
H 3.572 -0.608 0.690
H 5.361 0.240 -1.052
H 5.865 0.625 -3.677
H 4.055 0.042 -5.560
H 0.966 -1.709 -6.862
H 2.495 -0.710 -6.747
H 3.263 -3.057 -5.118
H 3.351 -3.015 -6.983
H 1.115 -3.940 -6.946
H 2.412 -5.687 -7.380
H 3.633 -5.031 -6.179
H 3.065 -7.058 -4.914
H 1.170 -6.749 -3.226
H 1.879 -5.041 -3.653
H 0.250 -5.636 -4.459
H 0.688 -7.906 -5.278
C -0.364 4.050 8.069
C 0.150 2.869 7.266
O 1.253 3.254 6.436
C 2.436 3.368 7.063
O 2.641 3.170 8.236
O 3.349 3.766 6.160
C 4.641 4.011 6.715
H -0.595 4.891 7.410
H -1.264 3.777 8.624
H 0.387 4.400 8.780
H -0.638 2.516 6.596
H 0.423 2.031 7.912
H 4.997 3.153 7.287
H 4.613 4.907 7.340
H 5.331 4.186 5.889
```

Löwdin population analysis, charges in e, atoms 1 to 2: C -0.1711; C -0.2579

Record 4
Density functional theory data (ωB97M-V with the def2-TZVPD basis set) for a molecular structure, C30H40EuN7O2P.

## Properties
gap between HOMO and LUMO (alpha / beta) = 5.7303 / 7.0343 eV
total charge = +2
highest occupied orbital energy (alpha / beta) = -11.43 / -12.72 eV
multiplicity = 8
expectation value of S² = 15.76

```
81
C30H40EuN7O2P ωB97M-V with the def2-TZVPD basis set
Eu 0.993 -0.343 -0.561
C 5.289 5.687 -1.577
C 4.186 4.686 -1.378
C 2.862 5.035 -1.391
C 1.814 4.105 -1.158
C 0.524 4.692 -1.177
N -0.637 4.348 -0.680
C -0.991 3.336 0.316
C -2.390 2.777 0.080
C -2.481 1.880 -1.158
N -3.751 1.156 -1.151
C -4.066 -0.105 -1.324
C -3.368 -1.314 -1.569
C -4.231 -2.373 -1.972
C -3.784 -3.612 -2.343
C -4.713 -4.713 -2.774
C -2.398 -3.812 -2.310
C -1.493 -2.849 -1.891
C -0.083 -3.223 -1.938
N 0.925 -2.507 -1.613
C 2.251 -3.114 -1.802
C 3.289 -2.613 -0.782
C 4.075 -1.362 -1.194
N 3.302 -0.114 -1.064
C 3.985 0.967 -1.076
C 3.499 2.344 -1.069
C 4.469 3.325 -1.217
C 2.114 2.710 -1.006
O 1.191 1.831 -0.887
C -1.958 -1.567 -1.454
O -1.152 -0.716 -0.943
H 4.912 6.707 -1.548
H 5.780 5.539 -2.541
H 6.052 5.585 -0.805
H 2.601 6.076 -1.555
H 0.486 5.651 -1.686
H -1.384 5.006 -0.865
H -0.957 3.816 1.297
H -0.245 2.549 0.290
H -3.111 3.599 0.005
H -2.666 2.196 0.962
H -1.674 1.160 -1.178
H -2.435 2.472 -2.074
H -4.551 1.760 -1.012
H -5.143 -0.241 -1.313
H -5.298 -2.181 -2.004
H -5.735 -4.353 -2.874
H -4.712 -5.530 -2.051
H -4.405 -5.126 -3.735
H -2.010 -4.777 -2.620
H 0.096 -4.232 -2.325
H 2.600 -2.877 -2.811
H 2.173 -4.203 -1.737
H 4.017 -3.410 -0.639
H 2.813 -2.460 0.196
H 4.382 -1.473 -2.237
H 4.987 -1.296 -0.593
H 5.076 0.891 -1.148
H 5.508 3.012 -1.249
C -1.334 -0.333 4.720
N -1.967 -0.571 3.420
C -2.127 -2.015 3.236
N -0.877 -2.758 3.363
C -0.275 -2.455 4.663
N -0.061 -1.026 4.865
C 0.971 -0.487 4.007
P 0.543 -0.669 2.180
C -1.203 0.026 2.341
C 0.037 -2.483 2.273
H -2.009 -0.690 5.498
H -1.184 0.740 4.856
H -2.559 -2.205 2.250
H -2.819 -2.378 3.996
H 0.675 -2.983 4.753
H -0.948 -2.814 5.442
H 1.915 -1.001 4.193
H 1.118 0.573 4.222
H -1.728 -0.125 1.394
H -1.112 1.102 2.521
H 0.942 -3.083 2.398
H -0.426 -2.773 1.324
```

Löwdin population analysis, charges in e, atoms 1 to 2: Eu 1.4138; C -0.0303

Record 5
Density functional theory data (ωB97M-V with the def2-TZVPD basis set) for 10 unconnected molecules or ions with the total composition C30H40N10.

## Properties
ΔE to the lowest compared entry with this formula, charge and spin = 0.0000 eV
gap between HOMO and LUMO = 7.9926 eV
SMILES = c1cc[nH]c1.c1cc[nH]c1.c1cc[nH]c1.c1cc[nH]c1.c1cc[nH]c1.CC#N.CC#N.CC#N.CC#N.CC#N
highest occupied orbital energy = -7.93 eV

```
80
C30H40N10 ωB97M-V with the def2-TZVPD basis set
C -0.105 4.719 1.704
C 0.588 5.589 2.595
C -0.013 5.423 3.824
N -0.854 4.352 3.745
C -1.005 3.981 2.438
H 0.078 4.534 0.657
H 1.308 6.329 2.290
H 0.084 5.991 4.734
H -1.483 4.049 4.468
H -1.713 3.195 2.232
C -3.781 -1.600 -2.635
C -2.784 -0.869 -3.339
C -1.710 -1.721 -3.498
N -2.036 -2.936 -2.969
C -3.295 -2.865 -2.441
H -4.729 -1.199 -2.320
H -2.819 0.181 -3.577
H -0.849 -1.652 -4.148
H -1.476 -3.782 -2.868
H -3.758 -3.759 -2.054
C -0.269 -1.197 0.239
C 0.141 -0.805 1.516
C -0.349 0.460 1.730
N -0.871 0.935 0.560
C -0.946 -0.143 -0.309
H -0.017 -2.110 -0.278
H 0.637 -1.314 2.328
H -0.233 1.028 2.641
H -1.437 1.762 0.424
H -1.244 -0.009 -1.338
C -0.906 -5.787 -2.987
C -0.492 -5.692 -1.656
C 0.704 -5.019 -1.609
N 1.063 -4.808 -2.914
C 0.112 -5.285 -3.775
H -1.853 -6.113 -3.388
H -1.075 -6.033 -0.813
H 1.299 -4.561 -0.839
H 1.857 -4.268 -3.216
H 0.161 -5.235 -4.848
C 2.401 -0.798 -3.429
C 1.816 -1.636 -2.430
C 2.766 -1.768 -1.464
N 3.979 -1.328 -1.952
C 3.716 -0.567 -3.081
H 1.980 -0.299 -4.288
H 0.774 -1.903 -2.395
H 2.729 -2.254 -0.501
H 4.825 -1.185 -1.430
H 4.460 0.102 -3.478
C 2.432 2.902 4.111
C 1.475 2.751 5.218
N 0.705 2.654 6.060
H 3.430 2.690 4.493
H 2.436 3.906 3.697
H 2.170 2.158 3.361
C -1.896 5.819 -1.447
C -2.080 4.451 -1.057
N -2.237 3.375 -0.695
H -2.587 6.513 -0.973
H -2.228 5.842 -2.493
H -0.852 6.107 -1.355
C 2.948 -2.657 3.172
C 2.167 -2.209 4.344
N 1.487 -1.937 5.225
H 2.301 -3.410 2.719
H 3.840 -3.181 3.509
H 3.154 -1.849 2.479
C 1.720 2.044 -0.799
C 1.315 3.321 -1.399
N 1.012 4.332 -1.854
H 1.568 1.965 0.274
H 2.786 1.969 -1.018
H 1.141 1.252 -1.269
C -3.314 -1.430 1.814
C -4.109 -2.543 1.269
N -4.636 -3.475 0.864
H -3.296 -0.565 1.156
H -2.325 -1.802 2.054
H -3.902 -1.124 2.683
```

Löwdin population analysis, charges in e, atoms 1 to 2: C -0.1143; C -0.1086

Number 1: strongest force on any atom 2.4 eV/Å. Number 2: strongest force on any atom 4.3 eV/Å. Number 3: strongest force on any atom 4.5 eV/Å. Number 4: strongest force on any atom 1.6 eV/Å. Number 5: strongest force on any atom 1.9 eV/Å.